This record from OMol25 describes C18H24FN5OS in the gas phase in a non-equilibrium geometry. The level of theory is ωB97M-V/def2-TZVPD.

Last column: natural (NBO) charge in e.
Positions of all 50 atoms, in Å:
H  0.22  1.40  3.72  0.208
C  -0.65  1.24  1.76  -0.400
N  -0.07  1.72  -4.35  -0.344
C  -0.14  0.49  -1.25  -0.421
H  1.80  -1.01  0.84  0.217
H  -1.83  -6.21  1.30  0.217
H  -2.13  -5.26  3.55  0.215
O  2.45  2.57  0.12  -0.629
H  -1.17  -1.21  2.96  0.165
C  0.86  -0.71  1.30  -0.238
N  0.73  1.17  -0.31  -0.432
H  -1.51  0.74  1.30  0.189
C  -0.59  0.85  3.24  -0.402
C  0.70  -4.00  1.32  0.400
C  -0.48  -3.92  3.37  -0.180
H  -1.92  2.96  -6.61  0.205
C  -0.32  -0.64  3.38  -0.221
C  -0.14  -4.99  0.85  -0.278
H  -0.51  1.17  -2.01  0.225
N  0.93  -0.98  2.72  -0.431
H  -1.00  0.10  -0.71  0.209
H  -1.55  5.42  -5.77  0.221
H  1.56  -2.35  4.13  0.206
H  2.42  -2.39  2.58  0.217
H  2.79  2.79  -2.33  0.254
H  0.02  -5.40  -0.14  0.230
C  -1.24  5.08  -4.79  -0.409
H  -0.78  2.31  1.65  0.218
H  -2.04  5.25  -4.07  0.212
C  1.44  -2.30  3.04  -0.226
C  -0.14  2.97  -3.98  0.165
H  -0.61  -3.51  4.36  0.213
C  -1.17  -5.44  1.65  -0.194
H  0.04  -1.27  0.82  0.164
H  -0.23  -0.90  4.44  0.200
C  0.55  -3.44  2.58  -0.122
H  1.60  1.54  -2.82  0.276
N  -0.80  1.59  -5.47  -0.269
C  -1.30  2.75  -5.76  0.137
F  1.71  -3.59  0.52  -0.333
H  -0.36  5.64  -4.47  0.226
C  1.69  2.04  -0.67  0.669
S  0.61  3.70  -2.59  0.265
C  -1.34  -4.91  2.92  -0.228
H  1.48  1.32  1.59  0.253
C  0.65  0.80  1.10  -0.051
H  0.38  -0.33  -1.74  0.201
H  -1.52  1.11  3.74  0.208
C  1.80  2.38  -2.15  -0.612
N  -0.91  3.68  -4.85  -0.367

Output
**F_max**: 1.22 eV Å⁻¹
**Total energy**: -1547.37616 Ha
**HOMO-LUMO gap**: 0.3321 hartree
**Structure (SMILES)**: CN(C(=O)CSc1nncn1C)[C@H]1CCCN(Cc2ccccc2F)C1
**HOMO**: -0.312 Eh